i.
This record from OMol25 describes the molecule CH4NO2P. The level of theory is ωB97M-V/def2-TZVPD.

The SMILES is NC(=O)OP. The HOMO energy comes out at -0.32798 Ha.

CARTESIAN COORDINATES (ANGSTROEM)
C 0.27 0.21 -0.52
N 1.63 0.19 -0.63
O -0.53 1.01 -0.92
O -0.24 -1.00 0.49
P -1.69 -0.80 1.15
H 2.12 0.85 -1.17
H 2.12 -0.74 -0.62
H -1.56 0.19 2.18
H -2.13 0.09 0.03

=====

ii.
This record from OMol25 describes a cluster of 2 separate species, CH4NO2P in total. The level of theory is ωB97M-V/def2-TZVPD.

The HOMO energy (alpha / beta) comes out at -0.35700 / -0.35817 Ha.

CARTESIAN COORDINATES (ANGSTROEM)
C 0.60 0.42 -0.48
N 1.54 0.54 0.63
O 2.71 0.63 0.35
O 1.10 0.39 1.74
P -1.12 -0.02 0.19
H 0.68 0.74 -1.44
H 1.10 -1.48 -0.55
H -1.77 -0.49 -0.93
H -1.86 1.17 0.11

=====

The least stable of them is ii.

=====

i.
This record from OMol25 describes a structure of composition C20H41GeN5O8P2SeW. The level of theory is ωB97M-V/def2-TZVPD.

Its net charge is +2. Its spin multiplicity is 3. The HOMO energy (alpha / beta) comes out at -0.47707 / -0.52276 Ha.

CARTESIAN COORDINATES (ANGSTROEM)
W 0.87 -0.17 -0.95
O 1.11 -6.08 -3.00
C 1.04 -4.76 -2.70
C 0.35 -3.80 -3.44
C 0.29 -2.55 -2.89
N 0.87 -2.24 -1.73
C 1.92 -3.00 -1.33
C 2.01 -4.28 -1.79
C 3.04 -2.10 -0.82
O 4.05 -2.43 -0.33
O 2.76 -0.80 -1.18
C -0.02 -1.29 -3.65
O -0.37 -1.24 -4.77
O 0.28 -0.19 -2.90
H 0.50 -6.35 -3.70
H -0.08 -4.06 -4.39
H 2.85 -4.91 -1.57
C -1.17 3.20 1.90
N -1.86 1.98 2.40
C -2.47 2.06 3.77
P -1.51 0.47 1.85
O -0.79 0.65 0.48
O 1.76 1.09 0.48
P 1.94 0.00 1.60
O 1.24 -1.17 0.87
N 3.52 -0.10 1.70
C 4.12 -0.80 2.83
C 4.50 0.59 0.78
N 1.27 0.28 3.03
C 1.96 1.40 3.72
C 0.55 -0.72 3.83
N -2.78 -0.52 2.08
C -2.50 -2.00 2.26
C -4.16 -0.08 1.90
H -1.92 3.94 1.58
H -0.62 2.92 1.01
H -0.50 3.61 2.65
H -3.09 2.97 3.82
H -1.66 2.15 4.51
H -3.05 1.15 3.97
H 3.35 -1.31 3.40
H 4.62 -0.07 3.48
H 4.87 -1.51 2.49
H 5.12 1.23 1.39
H 4.02 1.20 0.04
H 5.07 -0.20 0.31
H 2.58 1.95 3.02
H 2.59 1.06 4.53
H 1.19 2.08 4.11
H 0.29 -1.57 3.21
H -0.34 -0.26 4.25
H 1.18 -1.04 4.69
H -1.47 -2.19 2.57
H -2.72 -2.52 1.29
H -3.16 -2.40 3.01
H -4.29 0.93 2.30
H -4.84 -0.74 2.42
H -4.41 -0.07 0.84
C -1.35 4.04 -1.99
Ge -1.16 2.33 -2.99
C 1.05 1.89 -1.75
C -0.53 2.53 -4.87
C -2.50 1.00 -2.54
Se -2.33 -0.58 -1.39
C -3.11 -1.90 -2.65
H -0.55 4.73 -2.16
H -1.51 3.79 -0.95
H -2.27 4.47 -2.34
H 0.66 2.13 -2.77
H 2.09 2.03 -1.98
H 0.73 2.69 -1.05
H 0.37 3.15 -4.90
H -1.38 3.05 -5.38
H -0.33 1.53 -5.29
H -2.84 0.67 -3.52
H -3.32 1.60 -2.10
H -2.67 -1.79 -3.64
H -4.19 -1.88 -2.69
H -2.76 -2.85 -2.25

=====

ii.
This record from OMol25 describes a structure of composition C20H41GeN5O8P2SeW. The level of theory is ωB97M-V/def2-TZVPD.

Its net charge is +2. Its spin multiplicity is 3. The HOMO energy (alpha / beta) comes out at -0.48197 / -0.48286 Ha.

CARTESIAN COORDINATES (ANGSTROEM)
W 0.62 0.67 0.27
O 4.21 -1.59 4.59
C 3.70 -0.92 3.48
C 3.36 -1.70 2.38
C 2.57 -1.24 1.41
N 2.18 0.04 1.52
C 2.65 0.89 2.45
C 3.41 0.39 3.53
C 2.30 2.30 2.17
O 2.80 3.26 2.63
O 1.45 2.33 1.14
C 2.07 -1.91 0.18
O 2.19 -3.09 -0.04
O 1.42 -1.06 -0.51
H 5.12 -1.51 4.64
H 3.83 -2.72 2.41
H 3.68 1.10 4.30
C 2.48 2.28 -4.70
N 1.37 1.63 -3.99
C 0.76 0.48 -4.77
P 0.56 2.20 -2.70
O 1.04 1.38 -1.51
O -0.95 1.92 -3.01
P -2.73 2.00 -1.68
O -1.00 0.28 0.47
N -3.47 0.84 -2.51
C -3.14 -0.54 -2.11
C -4.63 1.03 -3.27
N -3.28 3.42 -2.32
C -3.57 4.52 -1.37
C -3.06 3.83 -3.75
N 0.89 3.80 -2.39
C 0.19 4.94 -3.01
C 1.58 4.38 -1.17
H 3.39 1.66 -4.58
H 2.71 3.18 -4.18
H 2.28 2.49 -5.75
H 1.49 -0.38 -4.90
H 0.61 0.83 -5.79
H -0.15 0.16 -4.29
H -2.20 -0.51 -1.55
H -2.91 -1.05 -3.04
H -4.00 -0.91 -1.61
H -4.45 0.53 -4.22
H -4.80 2.07 -3.40
H -5.48 0.56 -2.73
H -3.58 4.18 -0.31
H -4.50 4.98 -1.54
H -2.79 5.29 -1.40
H -2.14 3.31 -4.06
H -2.90 4.92 -3.76
H -3.87 3.64 -4.47
H 0.95 5.68 -3.36
H -0.50 5.35 -2.24
H -0.43 4.61 -3.87
H 0.91 4.87 -0.50
H 2.42 5.06 -1.42
H 2.03 3.57 -0.66
C -0.82 -2.96 1.90
Ge -0.66 -4.11 3.42
C -1.90 -5.60 3.31
C -0.53 -3.28 5.23
C 1.32 -4.70 3.00
Se 2.26 -5.22 4.48
C 1.42 -6.62 5.56
H -0.21 -2.07 1.91
H -1.84 -2.55 2.03
H -0.82 -3.43 0.89
H -2.95 -5.29 3.59
H -1.70 -6.50 3.90
H -2.00 -5.84 2.19
H -0.10 -4.02 5.95
H -1.52 -3.01 5.60
H 0.08 -2.42 5.36
H 1.91 -3.83 3.01
H 1.57 -5.28 2.06
H 0.31 -6.60 5.74
H 1.93 -6.64 6.53
H 1.58 -7.74 5.22

=====

The least stable of them is ii.

=====

i.
This record from OMol25 describes a structure of composition C6H11BrN. The level of theory is ωB97M-V/def2-TZVPD.

Its net charge is +1. The HOMO energy comes out at -0.52143 Ha.

CARTESIAN COORDINATES (ANGSTROEM)
C -0.39 2.55 -0.10
C -0.33 1.58 -1.04
C -0.39 1.53 1.08
C -0.51 0.50 -0.10
C 0.58 -1.56 1.06
C 0.42 -1.46 -1.32
N 0.44 -0.60 -0.15
Br -2.34 -0.44 0.00
H -0.34 3.66 -0.04
H -0.53 1.73 -2.15
H 0.40 1.39 1.70
H -1.25 1.48 1.74
H -0.18 -2.29 0.99
H 1.54 -1.99 1.07
H 0.44 -0.92 1.96
H -0.46 -2.19 -1.10
H 0.29 -0.89 -2.23
H 1.30 -2.02 -1.33
H 1.29 -0.05 -0.06

=====

ii.
This record from OMol25 describes the ion C6H11BrN with charge +1. The level of theory is ωB97M-V/def2-TZVPD.

Its net charge is +1. The SMILES is CC[N+]1=C(Br)CCC1. The HOMO energy comes out at -0.54811 Ha.

CARTESIAN COORDINATES (ANGSTROEM)
C -1.23 -0.73 0.09
C -1.56 -0.83 -1.39
C -0.19 -0.47 -2.13
C 0.70 0.06 -1.00
C 1.07 1.36 1.89
C 0.65 0.03 1.55
N 0.03 -0.19 0.27
Br -2.32 -1.00 1.51
H -1.90 -1.87 -1.58
H -2.39 -0.19 -1.76
H 0.10 -1.42 -2.55
H -0.17 0.32 -2.81
H 1.68 -0.46 -1.02
H 0.76 1.16 -1.17
H 0.23 2.01 1.97
H 1.46 1.31 2.85
H 1.82 1.91 1.22
H -0.10 -0.26 2.27
H 1.36 -0.74 1.77

=====

The least stable of them is i.